{"formula": "C32H22BrF5HfN4O4S2", "method": "ωB97M-V with the def2-TZVPD basis set", "symbols": ["Hf", "C", "O", "C", "C", "C", "Br", "C", "C", "C", "O", "C", "N", "C", "C", "C", "C", "C", "C", "N", "H", "H", "H", "H", "H", "H", "H", "H", "H", "H", "H", "C", "C", "C", "C", "C", "C", "C", "S", "O", "O", "N", "C", "C", "C", "C", "C", "N", "H", "H", "H", "H", "H", "H", "H", "H", "H", "H", "H", "F", "C", "C", "F", "C", "F", "C", "S", "C", "F", "C", "F"], "positions_angstrom": [[0.837, -0.362, -0.551], [-2.574, -0.329, -0.619], [-1.255, 0.145, -1.035], [-1.183, 0.738, -2.320], [-2.030, 0.440, -3.357], [-1.770, 1.018, -4.595], [-2.904, 0.624, -6.030], [-0.685, 1.857, -4.782], [0.146, 2.154, -3.709], [-0.128, 1.607, -2.484], [0.748, 1.759, -1.382], [1.403, 2.915, -3.839], [2.241, 2.816, -4.804], [3.360, 3.574, -4.397], [4.545, 3.827, -5.082], [5.480, 4.633, -4.459], [5.246, 5.178, -3.185], [4.078, 4.918, -2.491], [3.157, 4.097, -3.129], [1.896, 3.614, -2.724], [-2.769, -1.294, -1.075], [-3.306, 0.408, -0.924], [-2.544, -0.405, 0.458], [-2.866, -0.236, -3.240], [-0.453, 2.271, -5.756], [1.479, 2.353, -1.690], [4.712, 3.412, -6.069], [6.411, 4.861, -4.964], [5.995, 5.823, -2.741], [3.892, 5.350, -1.514], [1.283, 4.212, -2.181], [6.886, 3.869, 0.530], [5.862, 2.786, 0.734], [5.051, 2.378, -0.332], [4.112, 1.389, -0.160], [3.986, 0.798, 1.103], [4.792, 1.158, 2.176], [5.730, 2.154, 1.970], [2.722, -0.321, 1.415], [2.907, -1.067, 2.610], [2.538, -1.165, 0.148], [1.285, 0.508, 1.337], [0.306, -0.348, 2.008], [0.019, -0.316, 3.353], [-0.750, -1.351, 3.862], [-1.200, -2.369, 3.020], [-0.913, -2.304, 1.679], [-0.194, -1.283, 1.179], [6.520, 4.634, -0.156], [7.798, 3.448, 0.094], [7.159, 4.343, 1.472], [5.185, 2.830, -1.312], [3.549, 1.026, -1.011], [4.689, 0.666, 3.137], [6.376, 2.447, 2.790], [0.423, 0.473, 3.973], [-0.972, -1.387, 4.922], [-1.769, -3.206, 3.407], [-1.264, -3.046, 0.975], [2.114, -6.536, -2.301], [2.055, -5.227, -2.433], [1.062, -4.516, -1.794], [0.152, -5.125, -1.039], [1.044, -3.157, -1.964], [0.042, -2.429, -1.332], [1.959, -2.440, -2.691], [1.855, -0.681, -2.806], [2.940, -3.181, -3.324], [3.861, -2.573, -4.055], [2.989, -4.558, -3.202], [3.939, -5.243, -3.808]], "mulliken_charge": [2.65, -1.16, -0.23, 0.51, -0.43, -0.42, -0.11, -0.51, 0.82, -0.21, -0.71, 0.13, -0.63, 0.58, -0.82, -0.61, -0.48, -1.10, 0.58, -0.29, 0.38, 0.50, 0.31, 0.56, 0.64, 0.67, 0.49, 0.44, 0.47, 0.44, 0.38, -1.36, 0.52, -0.99, -0.39, 0.16, -0.84, -0.81, 1.60, -0.60, -0.53, -0.51, 0.17, -0.86, -0.24, -0.94, -0.17, 0.03, 0.27, 0.34, 0.40, 0.78, 0.74, 0.53, 0.44, 0.54, 0.47, 0.49, 0.52, -0.26, 0.65, -0.35, -0.28, -0.15, -0.28, 0.73, -0.38, 0.21, -0.28, 0.07, -0.25], "homo_ev": -13.66, "de_lowest_ev": 0.665, "e_tot_ha": -5669.9080, "charge": 2, "lumo_ev": -6.18}

{"formula": "C11H16F3N4O4", "method": "ωB97M-V with the def2-TZVPD basis set", "symbols": ["N", "C", "C", "C", "N", "N", "C", "C", "N", "C", "C", "O", "C", "F", "F", "F", "H", "H", "H", "H", "H", "H", "H", "H", "H", "H", "C", "O", "C", "O", "O", "C", "H", "H", "H", "H", "H", "H"], "positions_angstrom": [[-1.929, -2.692, 4.448], [-2.437, -2.090, 3.466], [-2.369, -0.596, 3.254], [-1.608, -0.243, 2.009], [-2.115, -0.780, 0.910], [-1.494, -0.522, -0.217], [-0.431, 0.237, -0.378], [0.141, 0.847, 0.751], [1.260, 1.660, 0.520], [-0.449, 0.579, 1.992], [0.157, 1.166, 3.241], [-0.093, 2.566, 3.331], [-1.258, 2.917, 3.930], [-2.305, 2.486, 3.217], [-1.369, 2.384, 5.136], [-1.303, 4.218, 4.011], [-1.468, -2.040, 5.083], [-2.968, -2.702, 2.745], [-3.382, -0.218, 3.107], [-1.977, -0.107, 4.133], [-1.891, -0.969, -1.036], [0.008, 0.373, -1.354], [0.971, 2.572, 0.177], [1.795, 1.835, 1.360], [1.236, 1.078, 3.181], [-0.123, 0.632, 4.140], [-0.068, -1.428, -5.782], [0.859, -1.286, -4.698], [2.116, -1.046, -5.090], [2.488, -0.944, -6.224], [2.873, -0.935, -3.998], [4.258, -0.683, -4.274], [-1.038, -1.620, -5.331], [-0.113, -0.516, -6.372], [0.209, -2.268, -6.415], [4.376, 0.254, -4.812], [4.687, -1.500, -4.850], [4.753, -0.618, -3.310]], "nbo_charge": [-0.53, 0.12, -0.53, 0.27, -0.18, -0.20, 0.06, 0.20, -0.79, -0.02, -0.12, -0.51, 1.16, -0.33, -0.31, -0.28, 0.32, 0.19, 0.27, 0.23, 0.44, 0.27, 0.41, 0.39, 0.22, 0.23, -0.26, -0.51, 0.97, -0.62, -0.51, -0.26, 0.19, 0.20, 0.20, 0.20, 0.20, 0.19], "homo_ev": -13.12, "e_tot_ha": -1248.0825, "charge": 1, "lumo_ev": -5.14}

{"formula": "H2N3", "method": "ωB97M-V with the def2-TZVPD basis set", "symbols": ["N", "N", "N", "H", "H"], "positions_angstrom": [[-0.330, -0.283, -1.625], [0.301, 0.289, 1.577], [-0.631, 0.686, 1.148], [-0.602, -0.599, -2.656], [1.262, -0.094, 1.557]], "nbo_charge": [-0.27, -0.04, 0.49, 0.28, 0.54], "homo_ev": [-15.63, -15.63], "de_lowest_ev": 3.635, "e_tot_ha": -164.9433, "charge": 1, "lumo_ev": [-7.72, -7.74]}

{"formula": "C4H7NO", "method": "ωB97M-V with the def2-TZVPD basis set", "symbols": ["C", "C", "N", "C", "C", "H", "H", "H", "H", "H", "H", "H", "O"], "positions_angstrom": [[-0.765, -1.663, -0.276], [-0.572, -0.540, -1.051], [-0.443, 0.565, -0.239], [-0.937, 0.220, 1.002], [-1.040, -1.131, 1.050], [-0.440, -2.686, -0.369], [-0.389, -0.482, -2.117], [-0.423, 1.455, -0.702], [-1.006, 1.087, 1.652], [-1.299, -1.731, 1.905], [2.400, 1.032, -0.745], [2.823, 2.044, 0.227], [2.091, 1.830, -0.337]], "nbo_charge": [-0.32, -0.07, -0.50, -0.08, -0.30, 0.23, 0.20, 0.41, 0.21, 0.22, 0.47, 0.47, -0.93], "homo_ev": -8.17, "de_lowest_ev": 1.513, "e_tot_ha": -286.5760, "lumo_ev": 0.81}

{"formula": "C22H25F5NO2TeW", "method": "ωB97M-V with the def2-TZVPD basis set", "symbols": ["C", "C", "C", "H", "C", "C", "H", "C", "C", "C", "H", "C", "C", "H", "H", "H", "H", "H", "H", "W", "C", "C", "C", "H", "H", "H", "H", "H", "H", "C", "C", "H", "H", "O", "N", "C", "H", "C", "C", "H", "C", "H", "C", "H", "C", "H", "C", "H", "H", "H", "F", "Te", "F", "F", "F", "F", "O"], "positions_angstrom": [[2.346, -0.171, 3.112], [2.579, -0.802, 1.822], [2.266, 0.169, 0.802], [2.998, -1.793, 1.661], [1.885, 1.385, 1.443], [1.900, 1.180, 2.851], [1.676, 2.331, 0.932], [-1.036, -2.082, 2.945], [0.112, -2.696, 2.300], [0.002, -2.412, 0.875], [0.838, -3.353, 2.795], [-1.260, -1.733, 0.633], [-1.858, -1.503, 1.911], [2.479, 0.077, -0.263], [1.682, 1.939, 3.601], [2.652, -0.560, 4.090], [-2.816, -1.004, 2.077], [0.648, -2.820, 0.091], [-1.329, -2.220, 3.994], [0.449, -0.557, 2.134], [-1.999, -1.641, -0.719], [-3.411, -2.189, -0.545], [-1.333, -2.483, -1.816], [-3.370, -3.247, -0.281], [-3.963, -2.110, -1.484], [-3.972, -1.661, 0.224], [-1.291, -3.537, -1.535], [-0.326, -2.118, -2.036], [-1.935, -2.390, -2.730], [-2.126, -0.161, -1.216], [-0.978, 0.400, -2.103], [-2.265, 0.538, -0.347], [-3.063, -0.089, -1.838], [0.142, -0.185, -2.232], [-1.261, 1.537, -2.841], [-0.164, 2.508, -3.076], [-2.191, 1.991, -2.724], [1.184, 1.860, -3.268], [2.283, 2.475, -2.662], [2.096, 3.375, -2.063], [3.562, 1.911, -2.754], [4.396, 2.406, -2.250], [3.764, 0.732, -3.479], [4.763, 0.300, -3.559], [2.673, 0.104, -4.094], [2.797, -0.859, -4.610], [1.395, 0.672, -4.001], [0.573, 0.125, -4.476], [-0.135, 3.196, -2.207], [-0.434, 3.115, -3.953], [-2.895, 0.272, 4.394], [-1.668, 1.740, 4.298], [-0.254, 3.008, 4.572], [-0.363, 0.416, 4.870], [-3.039, 3.058, 4.115], [-1.986, 1.940, 6.164], [-1.418, 1.616, 2.458]], "nbo_charge": [-0.38, -0.35, -0.25, 0.29, -0.20, -0.21, 0.29, -0.33, -0.38, -0.30, 0.29, 0.03, -0.18, 0.31, 0.31, 0.30, 0.29, 0.29, 0.31, 1.51, -0.07, -0.60, -0.63, 0.22, 0.23, 0.21, 0.21, 0.26, 0.23, -0.50, 0.69, 0.25, 0.24, -0.65, -0.61, -0.25, 0.41, 0.05, -0.25, 0.20, -0.24, 0.22, -0.21, 0.22, -0.23, 0.22, -0.17, 0.22, 0.19, 0.23, -0.62, 3.33, -0.61, -0.63, -0.58, -0.57, -1.07], "homo_ev": [-10.83, -10.82], "de_lowest_ev": 0.072, "e_tot_ha": -1892.6689, "s_squared": 2.020, "charge": 1, "lumo_ev": [-5.62, -5.68], "spin_multiplicity": 3}

{"formula": "C16H39O17S4V", "method": "ωB97M-V with the def2-TZVPD basis set", "symbols": ["O", "V", "C", "C", "C", "O", "H", "H", "H", "H", "H", "H", "H", "C", "O", "O", "O", "O", "S", "O", "O", "C", "C", "C", "H", "H", "H", "H", "H", "H", "H", "H", "O", "S", "O", "O", "C", "C", "C", "H", "H", "H", "H", "H", "H", "H", "H", "O", "S", "O", "O", "C", "C", "C", "H", "H", "H", "H", "H", "H", "H", "H", "O", "S", "O", "O", "C", "C", "C", "H", "H", "H", "H", "H", "H", "H", "H"], "positions_angstrom": [[-0.349, 1.330, 0.534], [0.186, 0.365, -0.564], [0.530, 4.131, -0.999], [0.316, 3.121, -2.117], [0.964, 3.630, -3.416], [0.809, 1.870, -1.805], [1.511, 4.037, -0.530], [-0.247, 4.088, -0.234], [0.523, 5.169, -1.362], [-0.760, 3.009, -2.357], [0.507, 4.571, -3.737], [0.818, 2.873, -4.189], [2.033, 3.811, -3.277], [1.142, -1.612, 0.782], [1.628, -2.480, 1.505], [-0.137, -1.485, 0.495], [1.821, -0.591, 0.289], [2.349, 4.943, 2.879], [2.369, 3.550, 2.584], [1.159, 2.843, 2.360], [3.289, 3.351, 1.322], [3.190, 2.051, 0.658], [4.546, 1.664, 0.146], [3.279, 2.741, 3.860], [2.455, 2.093, -0.146], [2.862, 1.312, 1.388], [5.040, 2.504, -0.358], [4.515, 0.843, -0.571], [5.296, 1.346, 0.879], [2.624, 2.664, 4.726], [4.188, 3.295, 4.077], [3.559, 1.730, 3.564], [-2.281, -2.078, -2.841], [-2.667, -1.054, -1.930], [-1.746, -0.054, -1.534], [-3.893, -0.253, -2.532], [-5.025, -1.040, -2.940], [-5.860, -0.161, -3.846], [-3.277, -1.813, -0.465], [-5.620, -1.361, -2.082], [-4.695, -1.920, -3.493], [-5.242, 0.162, -4.685], [-6.192, 0.734, -3.320], [-6.738, -0.686, -4.219], [-3.975, -2.617, -0.670], [-3.717, -1.048, 0.170], [-2.351, -2.161, 0.010], [1.990, -1.811, -4.266], [1.647, -2.020, -2.907], [0.817, -1.075, -2.226], [0.972, -3.439, -2.810], [0.229, -3.766, -1.607], [-0.544, -5.032, -1.851], [3.102, -2.263, -1.934], [-0.403, -2.935, -1.320], [0.922, -3.898, -0.770], [-1.133, -4.952, -2.764], [-1.257, -5.109, -1.025], [0.084, -5.920, -1.838], [3.738, -2.932, -2.510], [2.817, -2.736, -0.997], [3.537, -1.283, -1.766], [0.044, 0.109, 6.410], [-0.156, -0.654, 5.220], [-0.408, -2.059, 5.286], [-1.386, 0.043, 4.506], [-1.781, -0.511, 3.223], [-3.280, -0.659, 3.176], [1.154, -0.320, 4.062], [-1.227, -1.442, 3.106], [-1.423, 0.157, 2.439], [-3.801, 0.295, 3.115], [-3.626, -1.175, 4.077], [-3.585, -1.308, 2.355], [1.230, -1.161, 3.371], [2.059, -0.195, 4.655], [0.933, 0.634, 3.583]], "mulliken_spin": [-0.16, 1.15, 0.01, 0.01, 0.00, 0.03, 0.00, 0.00, 0.00, -0.01, 0.00, 0.00, 0.00, 0.00, 0.00, -0.01, -0.02, 0.00, 0.00, 0.00, 0.00, 0.00, 0.00, 0.00, 0.01, 0.00, 0.00, 0.00, 0.00, 0.00, 0.00, 0.00, 0.00, 0.00, 0.00, 0.00, 0.00, 0.00, 0.00, 0.00, 0.00, 0.00, 0.00, 0.00, 0.00, 0.00, 0.00, 0.00, 0.00, -0.01, 0.00, 0.00, 0.00, 0.00, 0.00, 0.00, 0.00, 0.00, 0.00, 0.00, 0.00, 0.00, 0.00, 0.00, 0.00, 0.00, 0.00, 0.00, 0.00, 0.00, 0.00, 0.00, 0.00, 0.00, 0.00, 0.00, 0.00], "homo_ev": [-5.25, -5.64], "de_lowest_ev": 0.000, "e_tot_ha": -4449.0343, "s_squared": 0.766, "charge": -1, "lumo_ev": [1.83, 1.83], "spin_multiplicity": 2}